Below is C7H10 in the gas phase, with properties calculated with ωB97M-V/def2-TZVPD.

Results
Maximum force: 0.579 eV Å⁻¹
Electronic energy: -7415.603 eV

Structure (XYZ):
```
17
C7H10, DFT ωB97M-V/def2-TZVPD
C 0.63882 -1.46649 -0.26214
C 0.08891 -0.28306 -1.06044
C -1.45323 -0.35123 -1.33124
C -0.09526 1.06682 -0.48509
C -0.45201 1.03386 0.99038
C 0.86291 1.31843 1.57538
C 1.97602 1.55034 1.97189
H 0.61494 -2.38201 -0.86393
H 1.67998 -1.27930 0.02259
H 0.07231 -1.65902 0.65460
H 0.61030 -0.22503 -2.02231
H -1.65944 -0.69837 -2.34492
H -1.94252 -0.98960 -0.59080
H -1.90347 0.65517 -1.26154
H -0.84437 0.09340 1.40853
H -1.14346 1.84280 1.25105
H 2.94958 1.77330 2.34800
```

Atomic partial charges in e from the Mulliken method, atoms 1 to 5:
1 C -1.4609
2 C 0.6734
3 C -1.2443
4 C -0.8661
5 C -0.1610

***

Below is C7H10 in the gas phase in a non-equilibrium geometry, with properties calculated with ωB97M-V/def2-TZVPD.

Results
SMILES: C=CC(C=C)=CC
Maximum force: 4.641 eV Å⁻¹
Electronic energy: -7416.945 eV

Structure (XYZ):
```
17
C7H10, DFT ωB97M-V/def2-TZVPD
C -0.41461 1.46129 -0.46721
C -0.76568 2.32728 0.46187
C 1.41478 0.05026 0.22236
C 0.06247 0.15877 -0.20264
C -0.74045 -0.96519 -0.74665
C -2.07836 -0.94624 -0.73275
C 1.92572 -1.35224 0.81668
H -0.40053 1.81711 -1.50190
H -1.34458 2.03770 1.24471
H -0.48636 3.37627 0.42520
H 2.02315 0.93219 0.14322
H -0.04376 -1.84368 -0.89154
H -2.74375 -1.82158 -0.87098
H -2.60288 0.13204 -0.68318
H 2.85905 -1.28563 1.40841
H 1.19901 -1.97611 1.37047
H 2.13677 -2.10225 0.00394
```

Atomic partial charges in e from the Mulliken method, atoms 1 to 5:
1 C -0.8471
2 C -0.4611
3 C -0.3325
4 C 0.7865
5 C -0.3975

***

Below is C7H10 in the gas phase in a non-equilibrium geometry, with properties calculated with ωB97M-V/def2-TZVPD.

Results
SMILES: C=CC(=C)C(=C)C
Maximum force: 5.781 eV Å⁻¹
Electronic energy: -7417.419 eV

Structure (XYZ):
```
17
C7H10, DFT ωB97M-V/def2-TZVPD
C 1.41031 0.08386 -1.77388
C 0.96657 -0.22232 -0.32891
C 1.84348 0.17985 0.67243
C -0.86285 -1.66413 0.92184
C -0.44253 -0.61524 0.04855
C -1.46463 0.45678 -0.09085
C -1.66885 1.58275 0.65013
H 2.27551 -0.58505 -2.05944
H 1.73954 1.03151 -1.80553
H 0.46099 -0.14564 -2.40812
H 1.56716 0.26320 1.82584
H 2.88236 0.49186 0.45245
H -1.93018 -1.73633 1.36479
H -0.17016 -2.56906 1.16038
H -2.21319 0.29766 -0.94011
H -2.45323 2.30789 0.35683
H -0.84779 1.83469 1.45704
```

Atomic partial charges in e from the Mulliken method, atoms 1 to 5:
1 C -1.2029
2 C 0.7694
3 C -0.8715
4 C -0.6958
5 C 0.0024

***

Below is C7H10 in the gas phase, with properties calculated with ωB97M-V/def2-TZVPD.

Results
Maximum force: 0.337 eV Å⁻¹
Electronic energy: -7415.939 eV

Structure (XYZ):
```
17
C7H10, DFT ωB97M-V/def2-TZVPD
C -1.89737 -0.13226 -0.04889
C -1.15251 0.95636 -0.77543
C -0.41075 -0.20891 -0.20001
C 0.38959 -1.29715 -0.90372
C 1.40921 -1.37058 0.22392
C 1.62606 0.96115 0.89298
C 0.65502 -0.22934 0.89965
H -2.50270 -0.81645 -0.63944
H -2.30267 0.09421 0.93478
H -1.25705 1.01451 -1.85632
H -1.05474 1.92267 -0.28434
H -0.10048 -2.28133 -0.96071
H 0.80806 -1.10460 -1.89907
H 2.23479 0.97714 -0.01566
H 1.07353 1.90263 0.93499
H 2.30778 0.90845 1.74438
H 0.32210 -0.44641 1.92027
```

Atomic partial charges in e from the Mulliken method, atoms 1 to 5:
1 C -0.7012
2 C -0.7029
3 C 0.3978
4 C -0.3750
5 C -0.8180

***

Below is C7H10 in the gas phase, with properties calculated with ωB97M-V/def2-TZVPD.

Results
SMILES: C#CC[C@@H]1C[C@@H]1C
Maximum force: 0.529 eV Å⁻¹
Electronic energy: -7418.115 eV

Structure (XYZ):
```
17
C7H10, DFT ωB97M-V/def2-TZVPD
C 0.15289 -1.67999 0.32516
C 0.55866 -0.58933 -0.64830
C -0.40419 -0.38130 -1.78646
C -0.23909 0.67689 -0.72328
C -1.01015 1.14180 0.51114
C 0.09709 1.41516 1.44750
C 1.18052 1.48772 1.97178
H 0.26091 -2.66209 -0.14961
H 0.75023 -1.66795 1.24139
H -0.90070 -1.58617 0.61491
H 1.63131 -0.46793 -0.77509
H -0.02336 -0.09598 -2.76424
H -1.23671 -1.07895 -1.82713
H 0.32869 1.51867 -1.11346
H -1.68855 0.39379 0.93429
H -1.60448 2.04263 0.31888
H 2.14691 1.53303 2.42252
```

Atomic partial charges in e from the Mulliken method, atoms 1 to 5:
1 C -1.4633
2 C 0.2708
3 C -0.6590
4 C -0.2882
5 C -0.6922

***

Below is a molecular structure, C7H10 in a non-equilibrium geometry, with properties calculated with ωB97M-V/def2-TZVPD.

Results
Maximum force: 2.995 eV Å⁻¹
Electronic energy: -7414.804 eV

Structure (XYZ):
```
17
C7H10, DFT ωB97M-V/def2-TZVPD
C 2.69237 0.08261 -0.13277
C 1.93240 -0.74328 -0.81246
C 1.53560 0.57067 0.67248
C 0.46941 -0.53377 0.31976
C -0.82069 -0.12122 0.08671
C -1.93552 -1.13898 0.09434
C -1.08338 1.12183 -0.79284
H 3.60555 0.50752 -0.01147
H 1.68301 0.43298 1.74866
H 0.99632 1.56110 0.70772
H 0.51545 -1.51148 0.83743
H -2.70302 -0.97228 -0.70814
H -2.19387 -1.45441 1.14579
H -1.49926 -2.08721 -0.18878
H -2.12261 1.33493 -0.94010
H -0.49282 0.93777 -1.72188
H -0.57893 2.01322 -0.30445
```

Atomic partial charges in e from the Mulliken method, atoms 1 to 5:
1 C -0.1059
2 C -0.8202
3 C -0.6095
4 C -0.0885
5 C 0.7152

***

Below is C7H10 in the gas phase, with properties calculated with ωB97M-V/def2-TZVPD.

Results
Maximum force: 0.474 eV Å⁻¹
Electronic energy: -7417.473 eV

Structure (XYZ):
```
17
C7H10, DFT ωB97M-V/def2-TZVPD
C -1.85960 0.37562 -0.00813
C -1.16788 -0.96270 -0.26512
C 0.38989 -0.91754 -0.30430
C 1.00476 0.38556 -0.86834
C 1.57063 1.00906 0.36482
C 1.43178 0.20942 1.44950
C 0.86030 -1.08372 1.12031
H -1.80727 1.03118 -0.88469
H -2.92046 0.21427 0.20993
H -1.42180 0.91231 0.84198
H -1.53379 -1.37781 -1.21183
H 0.71169 -1.78907 -0.88879
H 0.31635 1.06390 -1.38780
H 1.81192 0.16388 -1.58036
H 2.06217 1.98301 0.35713
H 1.78411 0.47374 2.44396
H -1.44668 -1.67518 0.52082
```

Atomic partial charges in e from the Mulliken method, atoms 1 to 5:
1 C -1.1335
2 C -0.6255
3 C 0.4382
4 C -0.7641
5 C -0.2354

***

Below is C7H10 in the gas phase, with properties calculated with ωB97M-V/def2-TZVPD.

Results
SMILES: C1[C@@H]2CC3(CC3)[C@H]12
Maximum force: 0.321 eV Å⁻¹
Electronic energy: -7418.634 eV

Structure (XYZ):
```
17
C7H10, DFT ωB97M-V/def2-TZVPD
C 1.14512 -1.57185 0.35910
C -0.26245 -1.61927 0.89832
C 0.19392 -0.45858 0.06654
C -0.14761 0.03181 -1.35886
C -0.05241 1.46882 -0.83841
C -1.02558 1.65919 0.28237
C 0.28089 0.96894 0.55519
H 1.36739 -2.23729 -0.47316
H 1.97553 -1.41690 1.04294
H -0.94894 -2.36682 0.51079
H -0.38525 -1.40830 1.95921
H 0.65460 -0.21540 -2.06177
H -1.11190 -0.25410 -1.79535
H 0.38854 2.30522 -1.37177
H -1.95421 1.08780 0.28473
H -1.11717 2.67123 0.66771
H 0.99952 1.35552 1.27241
```

Atomic partial charges in e from the Mulliken method, atoms 1 to 5:
1 C -0.6578
2 C -0.6552
3 C 0.7575
4 C -0.8464
5 C -0.1478

***

Below is 2 unconnected molecules or ions with the total composition C7H10 in a non-equilibrium geometry, with properties calculated with ωB97M-V/def2-TZVPD.

Results
<S²>: 2.015
Spin multiplicity: 3
Maximum force: 7.070 eV Å⁻¹
Electronic energy: -7411.727 eV

Structure (XYZ):
```
17
C7H10, DFT ωB97M-V/def2-TZVPD
C -0.52607 2.31340 -0.07992
C 0.19036 1.23303 -0.05060
C -2.56408 -0.71844 -0.07016
C -1.78265 -0.74119 0.88730
C 0.65121 -0.87538 -1.31489
C 1.59002 -0.46503 1.02078
C 0.78450 0.10301 -0.16825
H 0.05906 3.22347 -0.11838
H -3.27991 -1.03336 -0.79675
H -1.55617 2.39634 0.02494
H -1.07353 -0.43490 1.63047
H -0.30507 -0.73177 -1.88500
H 1.42899 -0.82749 -1.98041
H 0.79316 -1.81285 -0.98770
H 2.63096 -0.03372 0.68571
H 1.45488 -0.10482 2.03112
H 1.50435 -1.49031 1.17172
```

Atomic partial charges in e from the Mulliken method, atoms 1 to 5:
1 C -1.0924
2 C 0.1905
3 C -0.5560
4 C -0.2883
5 C -1.4221

***

Below is a gas-phase ion, C7H10Br2NO (charge +1) in a non-equilibrium geometry, with properties calculated with ωB97M-V/def2-TZVPD.

Results
Net charge: +1
SMILES: CC1=C(Br)C=C(Br)[C@@](C)(O)[NH2+]1
Maximum force: 3.887 eV Å⁻¹
Electronic energy: -151034.711 eV

Structure (XYZ):
```
21
C7H10Br2NO, DFT ωB97M-V/def2-TZVPD
C -1.29052 2.05603 0.94244
C -1.64416 1.25647 -0.26203
C -0.01484 1.92122 1.44882
C -1.28092 -0.05452 -0.41965
C 0.72588 0.47948 0.96326
C -1.59684 -0.95612 -1.58784
C 1.74040 0.60029 -0.12299
N -0.35149 -0.56977 0.59957
O 1.30094 -0.06354 2.22380
Br -2.81537 2.06107 -1.52124
Br 0.98264 2.86660 2.74649
H -2.02837 2.85752 1.23064
H -2.63103 -1.20919 -1.74145
H -0.88677 -1.86452 -1.55219
H -1.20449 -0.47297 -2.53012
H 2.14253 1.65939 -0.07922
H 1.35940 0.41322 -1.10049
H 2.56025 -0.16720 0.20582
H -0.92087 -0.67597 1.55796
H 0.06156 -1.45134 0.31845
H 0.63730 0.01229 2.96459
```

Atomic partial charges in e from the Mulliken method, atoms 1 to 5:
1 C -0.2797
2 C 0.2277
3 C -0.4957
4 C 0.1987
5 C 0.6746

***

Below is a molecular structure, C7H10Br2O2 in a non-equilibrium geometry, with properties calculated with ωB97M-V/def2-TZVPD.

Results
Maximum force: 3.354 eV Å⁻¹
Electronic energy: -151597.149 eV

Structure (XYZ):
```
21
C7H10Br2O2, DFT ωB97M-V/def2-TZVPD
C -0.70557 1.37713 -2.12585
C -0.13284 0.80700 0.63564
C -0.31007 -0.25706 -0.42589
C 0.54058 1.96468 -1.63229
C 1.05919 0.77050 1.44828
C -0.29953 -2.34266 1.09532
C -1.04986 -1.57420 0.02582
O -1.41296 1.94128 -2.91233
O -1.07513 0.23637 -1.53432
Br 2.15927 1.14586 -1.85643
Br 0.56066 3.87038 -1.57204
H -0.99785 1.48375 0.72536
H 0.70249 -0.51905 -0.55924
H 1.13395 1.51719 2.24108
H 1.90242 1.20920 0.80282
H 1.43025 -0.25192 1.81842
H -0.73470 -3.45278 1.11912
H -0.35903 -2.15419 2.19817
H 0.81180 -2.29110 1.07228
H -2.11411 -1.39474 0.33828
H -1.10898 -2.08565 -0.90222
```

Atomic partial charges in e from the Mulliken method, atoms 1 to 5:
1 C 0.6830
2 C -0.0192
3 C -0.0764
4 C -0.0877
5 C -0.9628

***

Below is a molecular structure, C7H10Cl10F6NO12P2S2V3 in a non-equilibrium geometry, with properties calculated with ωB97M-V/def2-TZVPD.

Results
Net charge: -1
<S²>: 24.848
Spin multiplicity: 10
Maximum force: 17.588 eV Å⁻¹
Electronic energy: -292321.150 eV

Structure (XYZ):
```
53
C7H10Cl10F6NO12P2S2V3, DFT ωB97M-V/def2-TZVPD
V 16.81773 15.72022 20.46194
V 15.30942 15.54854 17.46426
V 11.83584 14.92909 17.75639
P 17.76843 15.75320 18.09200
O 16.69144 16.72058 18.57179
O 18.54584 15.08603 19.19184
O 17.40769 14.89898 16.89037
O 16.83414 14.71671 18.63809
P 13.56542 15.30605 19.48681
O 14.77879 15.55265 20.45883
O 13.85223 14.28015 18.34636
O 13.50780 16.20320 18.19674
O 12.08147 15.05129 19.83000
C 12.58131 17.27414 14.62333
F 11.31998 17.65695 14.35159
F 13.35877 17.67507 13.63564
F 12.92879 17.80404 15.73365
S 12.67317 15.35595 14.75420
O 12.81046 14.86019 13.40915
O 13.86631 15.19135 15.64510
N 11.27585 14.89814 15.75696
S 10.27446 14.38166 14.62805
O 9.91031 15.36797 13.63720
O 10.74432 13.06570 14.16826
C 8.66973 14.00255 15.60207
F 8.92316 13.12969 16.58033
F 8.26290 15.20323 16.09611
F 7.73703 13.47194 14.82538
C 13.81199 11.90469 20.80489
Cl 14.03755 10.22448 20.25287
Cl 13.95805 11.87871 22.51879
H 14.49466 12.61914 20.34487
H 12.82005 12.22557 20.48679
C 9.84439 13.29991 21.12775
Cl 10.26618 11.60253 21.23676
Cl 9.34608 13.72743 19.48904
H 9.02924 13.46591 21.83208
H 10.66855 13.90367 21.50764
C 11.09823 17.07158 21.83298
Cl 10.56421 16.69923 23.44936
Cl 10.86844 18.72877 21.41853
H 12.13449 16.76461 21.69147
H 10.46793 16.49489 21.15604
C 13.98137 15.52436 23.60832
Cl 12.90224 14.86126 24.79069
Cl 13.96235 17.32330 23.74611
H 15.01140 15.19568 23.74660
H 13.73828 15.22511 22.58878
C 14.47301 19.19574 19.13289
Cl 15.12161 20.52158 20.07297
Cl 12.87147 19.53272 18.33221
H 15.28652 18.99134 18.43681
H 14.44632 18.32066 19.78222
```

Atomic partial charges in e from the Mulliken method, atoms 1 to 5:
1 V 0.6818
2 V 0.6807
3 V 0.6466
4 P 0.4814
5 O -0.4278